[1]
Entry from OMol25: a 2-piece molecular cluster, C7H14Si3 overall (ωB97M-V with the def2-TZVPD basis set).

Positions of all 24 atoms, in Å:
C (2.17616, -2.86192, -0.30927)
C (1.97114, -2.30402, 0.90593)
C (1.74066, -2.18807, -1.47341)
C (0.98250, -1.28805, 1.03209)
C (0.76883, -1.16365, -1.28729)
C (0.35051, -0.69132, -0.09763)
C (-3.64003, 0.45577, -0.88138)
Si (1.61959, 3.47041, 0.51623)
Si (-2.72983, 0.28437, 0.78503)
Si (-0.62246, 0.88411, 0.12521)
H (2.90724, -3.54536, -0.50754)
H (2.32770, -2.78719, 1.77334)
H (1.86627, -2.68900, -2.40312)
H (0.74463, -0.91395, 1.99276)
H (0.36573, -0.80025, -2.20298)
H (-3.41111, 1.45043, -1.25343)
H (-2.93935, -0.18591, -1.45621)
H (-4.78563, 0.30942, -1.15713)
H (2.51880, 4.75342, 0.99197)
H (0.30652, 3.80102, 0.20260)
H (2.53372, 2.81869, -0.21197)
H (-2.92630, 1.38476, 1.71033)
H (-3.30481, -0.87324, 1.55660)
H (1.17952, 2.67954, 1.64927)

Properties
net charge: 0
relative energy (zero: lowest compared OMol25 entry of this formula, charge and spin): 67.06 kcal/mol


[2]
Entry from OMol25: C25H54F9N7O9PSn as an isolated structure (ωB97M-V with the def2-TZVPD basis set).

Positions of all 106 atoms, in Å:
Sn (0.32999, 0.29872, 0.66348)
P (-3.35501, 2.78462, 1.27397)
F (-2.34728, 3.76198, 2.07296)
F (-3.76918, 2.11264, 2.71939)
F (-4.53708, 3.83679, 1.43277)
F (-4.23052, 1.76627, 0.43118)
F (-2.84088, 3.43722, -0.02497)
F (-2.07676, 1.67189, 1.22672)
C (-1.03088, 2.04877, 4.27231)
C (0.10165, 2.51587, 3.31484)
O (0.71078, 1.77868, 2.50565)
N (0.48030, 3.81748, 3.43448)
C (1.41121, 4.37747, 2.52027)
H (-1.78753, 2.83692, 4.47499)
H (-0.54200, 1.71589, 5.18970)
H (-1.46912, 1.14532, 3.83034)
H (-0.15817, 4.42576, 3.90422)
H (2.28837, 4.86368, 3.00611)
H (0.84048, 5.09971, 1.92787)
H (1.79267, 3.61226, 1.87825)
C (4.14579, 0.97630, 2.22301)
C (3.20635, -0.14589, 2.37689)
O (2.50239, -0.53776, 1.41805)
N (3.29706, -0.78677, 3.54919)
C (2.34032, -1.90690, 3.95125)
H (3.67508, 1.87290, 1.70143)
H (4.89079, 0.68016, 1.51274)
H (4.64342, 1.23368, 3.10729)
H (3.96350, -0.41991, 4.23343)
H (1.32990, -1.52942, 3.78339)
H (2.54920, -2.16391, 4.98781)
H (2.58435, -2.74840, 3.29914)
C (5.55074, -1.69926, -1.91663)
C (4.51979, -1.34117, -2.92152)
O (3.51556, -2.04975, -3.06033)
N (4.64501, -0.21988, -3.61013)
C (3.68305, 0.19561, -4.59653)
H (5.78498, -2.79281, -1.98017)
H (5.17202, -1.47785, -0.93632)
H (6.46572, -1.07209, -2.09044)
H (5.54679, 0.24870, -3.57911)
H (2.81647, -0.43548, -4.51312)
H (4.04759, 0.08604, -5.59798)
H (3.41712, 1.23258, -4.38733)
C (2.32066, -3.48618, -0.68244)
C (1.17520, -2.69162, -1.08311)
O (0.67350, -1.85115, -0.33827)
N (0.67969, -2.99670, -2.30947)
C (-0.54745, -2.46691, -2.95149)
H (2.87233, -3.82453, -1.53557)
H (1.90159, -4.39597, -0.18514)
H (2.97097, -3.01066, 0.05279)
H (1.14442, -3.59613, -2.97417)
H (-0.31872, -1.86437, -3.81402)
H (-1.03862, -1.74524, -2.27919)
H (-1.24439, -3.22225, -3.26087)
C (4.46248, 2.21139, -1.35711)
C (3.21150, 2.90545, -1.00698)
O (2.40149, 2.35945, -0.26889)
N (3.03704, 4.09959, -1.54766)
C (1.98238, 5.00209, -1.23723)
H (5.29439, 2.60536, -0.80917)
H (4.83113, 2.41014, -2.31845)
H (4.37155, 1.14441, -1.13758)
H (3.67884, 4.45234, -2.26017)
H (1.05246, 4.37480, -1.10374)
H (1.77512, 5.80723, -1.94487)
H (2.10001, 5.59068, -0.28547)
C (-3.25146, 0.83770, -2.13834)
C (-1.83021, 1.23474, -2.17454)
O (-0.89561, 0.51596, -1.75534)
N (-1.57573, 2.38016, -2.79599)
C (-0.20959, 2.79478, -3.23950)
H (-3.52935, 0.32463, -3.03864)
H (-3.88376, 1.65101, -1.81916)
H (-3.40397, 0.15236, -1.23888)
H (-2.30963, 3.00102, -3.13659)
H (0.54234, 2.19564, -2.69729)
H (-0.07758, 3.78952, -2.93487)
H (-0.13387, 2.67486, -4.33248)
C (-2.02332, -2.90011, 3.20010)
C (-1.94430, -1.54065, 2.63718)
O (-0.83156, -1.01556, 2.29396)
N (-3.08325, -0.87016, 2.50494)
C (-4.48545, -1.19221, 2.92764)
H (-2.60019, -2.92877, 4.10725)
H (-1.04028, -3.31409, 3.25967)
H (-2.58557, -3.48831, 2.49274)
H (-3.05083, 0.07538, 2.12027)
H (-4.55219, -0.89318, 3.97054)
H (-4.78415, -2.23690, 2.74832)
H (-5.12898, -0.59144, 2.28485)
C (-2.84020, -5.08871, -1.32468)
C (-3.44906, -3.76855, -0.91140)
O (-4.90149, -3.76525, -0.98305)
C (-5.67783, -2.77079, -0.58356)
O (-5.27343, -1.75918, -0.02611)
C (-7.12951, -2.89914, -0.94689)
F (-7.36892, -2.24421, -2.05985)
F (-7.42477, -4.18451, -1.22704)
F (-7.88486, -2.46007, 0.07846)
H (-3.13824, -5.29064, -2.33948)
H (-3.16181, -5.84493, -0.60247)
H (-1.76509, -5.01671, -1.29047)
H (-3.00517, -2.97121, -1.48740)
H (-3.20273, -3.51029, 0.08789)

Properties
net charge: +1


[3]
Entry from OMol25: a 2-piece molecular cluster, C4H14N3 overall (ωB97M-V with the def2-TZVPD basis set).

Positions of all 21 atoms, in Å:
C (2.55422, -2.74138, 0.53834)
C (2.10753, -1.91235, -0.60172)
H (3.42478, -2.35963, 1.05482)
H (1.80948, -2.98705, 1.32591)
H (2.67067, -3.76129, 0.07618)
H (1.81677, -2.21822, -1.61660)
H (2.83926, -1.10412, -0.74000)
H (1.17621, -1.24130, -0.34613)
C (-1.73489, 2.06805, 1.47884)
C (-0.83498, 0.77036, -0.39550)
N (-1.84827, 1.19669, 0.31645)
N (0.43898, 0.92565, 0.08832)
N (-1.05497, 0.09201, -1.51993)
H (-2.75931, 0.87308, 0.00811)
H (0.69505, 0.68814, 1.04105)
H (1.18315, 1.05954, -0.59471)
H (-1.76340, 0.38156, -2.18221)
H (-0.32434, -0.46592, -1.92690)
H (-0.73589, 2.47262, 1.51458)
H (-2.00133, 1.56272, 2.40887)
H (-2.32222, 2.98280, 1.40135)

Properties
net charge: +2
⟨S²⟩: 0.76
multiplicity: 2
relative energy (zero: lowest compared OMol25 entry of this formula, charge and spin): 63.15 kcal/mol


[4]
Entry from OMol25: a 2-piece molecular cluster, C2H4O2 overall (ωB97M-V with the def2-TZVPD basis set).

Positions of all 8 atoms, in Å:
C (1.45038, 0.39917, -0.17369)
C (-0.72781, -0.61569, -0.20529)
O (2.37052, -0.00982, 0.46452)
O (-1.45433, 0.55049, 0.16750)
H (1.49354, 1.27505, -0.79664)
H (-0.84593, -1.42734, 0.62412)
H (-0.74557, -0.81288, -1.26305)
H (-1.54081, 0.64100, 1.18252)

Properties
net charge: 0
relative energy (zero: lowest compared OMol25 entry of this formula, charge and spin): 104.27 kcal/mol


Number 1: calculated total energy -1143.403289 hartree, molecular weight 182.447 g/mol. Number 2: calculated total energy -3500.097137 hartree, molecular weight 917.414 g/mol. Number 3: calculated total energy -324.308123 hartree, molecular weight 104.177 g/mol. Number 4: calculated total energy -228.940415 hartree, molecular weight 60.052 g/mol.